1.
Formula: C15H25N5OS
Source: the OMol25 dataset
Level of theory: wB97M-V/def2-TZVPD

Cartesian coordinates (Å):
S -1.68468 -1.02424 2.47860
O -0.55750 2.37823 2.34201
N -0.88095 -2.40745 -1.02009
N -3.40797 -3.35328 1.25199
N -2.34647 -2.80483 0.54314
N -0.63151 -1.55732 -0.00468
N -0.33183 1.19759 0.41859
C 4.11626 3.81581 0.93662
C -0.38730 1.33308 1.74900
C 3.62039 4.71978 -0.18766
C -0.44573 2.30863 -0.49370
C -2.38878 -5.57552 -0.85543
C 2.71436 1.91492 0.15774
C -1.51057 -1.79387 0.93168
C 1.99954 2.89397 -0.73218
C -2.48738 -4.22008 -1.55746
C -1.89652 -3.15468 -0.70712
C -3.94066 -3.88478 -1.89734
C 2.41825 4.14466 -0.87082
C -0.19358 0.01344 2.50061
C 4.14004 2.37042 0.45457
C 0.76435 2.39901 -1.43443
H 2.72054 0.92718 -0.31068
H -4.54590 -3.87608 -0.99434
H 3.37541 5.71053 0.20423
H -1.35756 2.18792 -1.09080
H -4.00536 -2.91125 -2.37791
H -0.01224 0.22548 3.55393
H 4.74375 2.30103 -0.45296
H -1.89326 -4.24016 -2.47580
H 4.58836 1.72225 1.21043
H -3.07912 -3.68945 2.15648
H -2.76352 -6.35747 -1.51067
H 3.44083 3.89481 1.79081
H -0.21392 0.26504 0.01979
H 2.16448 1.82753 1.09988
H -0.53181 3.21729 0.10670
H 0.94357 1.40990 -1.86394
H -2.98166 -5.57061 0.05578
H 5.11040 4.13079 1.26021
H -4.11489 -2.63930 1.42494
H -1.35468 -5.80063 -0.60494
H -4.34133 -4.63244 -2.57682
H 1.88803 4.82216 -1.52794
H 0.50895 3.08352 -2.24492
H 4.41371 4.85799 -0.93135
H 0.61543 -0.57954 2.07621

## Properties
Energy relative to the best compared isomer or geometry (same formula, charge and spin)   0.098 eV
Multiplicity   1
E   -1333.77023 hartree
Frontier orbital gap   0.325 hartree
E_HOMO   -8.5 eV

2.
Formula: C15H26AlO2
Source: the OMol25 dataset
Level of theory: wB97M-V/def2-TZVPD

Cartesian coordinates (Å):
Al 0.46716 -0.00977 -1.70953
O -0.24118 3.32892 1.07981
O 0.35749 1.33044 -0.49265
C -3.72162 -0.96898 -1.24441
C -1.37193 -0.72219 -2.21140
C 2.50755 -2.23501 3.11185
C 2.13222 3.65827 0.96061
C 1.76161 -1.47265 -1.10884
C 0.88504 2.53845 -0.91606
C 3.26191 -1.77130 0.86934
C 0.91742 -1.97884 1.27337
C 3.53974 -2.00202 2.21627
C 0.82469 3.62586 0.19323
C -2.55586 -0.01671 -1.52520
C 1.95373 -1.75321 0.35474
C 1.20256 -2.21961 2.62260
C -0.52105 -1.94321 0.83097
C -4.90887 -0.30437 -0.55242
H -1.42068 -1.79725 -2.03100
H -2.94920 0.77168 -2.16754
H 1.93680 2.42387 -1.20447
H 2.03939 4.31138 1.83370
H 4.09067 -1.59175 0.20202
H -0.79724 -0.92191 0.57337
H 2.94707 4.02260 0.34356
H 2.69393 -2.42203 4.15632
H 1.52724 -2.38413 -1.66409
H -4.04268 -1.39059 -2.19715
H 2.36106 2.66217 1.32601
H 4.56208 -2.01017 2.56605
H 0.38233 2.92554 -1.81106
H -5.65823 -1.05618 -0.30705
H -4.60101 0.14336 0.38827
H -1.48694 -0.59895 -3.28967
H 0.38251 -2.38561 3.30553
H -0.66912 -2.60197 -0.01565
H 1.10347 0.62049 -3.07851
H -2.25986 0.45262 -0.58847
H -0.14303 3.89653 1.84712
H -5.35614 0.43994 -1.20372
H -3.35103 -1.78848 -0.62883
H 0.65109 4.59289 -0.28370
H 2.73780 -1.15003 -1.46888
H -1.17089 -2.24812 1.64560

## Properties
Multiplicity   1
E   -980.14921 hartree
Frontier orbital gap   0.283 hartree
E_HOMO   -4.5 eV
Total charge   -1